{
  "formula": "H14O7",
  "method": "the ωB97M-V functional and the def2-TZVPD basis",
  "e_homo_ev": -11.55,
  "total_energy_ev": -14559.36595,
  "gap_ha": 0.4136,
  "species": ["H", "H", "O", "H", "H", "O", "O", "H", "H", "H", "H", "H", "H", "H", "O", "O", "O", "H", "H", "H", "O"],
  "xyz": [[-0.239, -2.552, 1.142], [0.161, 0.115, 0.611], [-1.199, 4.008, -1.276], [2.878, -0.942, 0.466], [-2.155, -1.666, -2.407], [3.111, -0.358, 1.196], [-1.838, -1.138, -3.149], [-0.555, 3.294, -1.217], [-0.976, -3.553, 2.016], [-0.978, -0.816, -2.856], [1.846, -3.802, -0.262], [-2.000, 3.576, -1.592], [-0.762, 4.784, 2.996], [-0.767, 4.674, 1.480], [-1.110, -2.937, 1.287], [-0.306, 0.626, -0.060], [1.900, -4.657, -0.705], [3.149, 0.517, 0.794], [-0.976, 1.109, 0.436], [1.052, -4.742, -1.155], [-0.237, 4.460, 2.255]],
  "forces_ev_per_a": [[-0.13, -0.02, 0.05], [0.03, 0.15, 0.02], [-0.07, -0.15, 0.14], [0.18, 0.05, 0.02], [-0.02, 0.06, -0.05], [-0.26, -0.05, -0.16], [0.10, -0.07, 0.11], [0.06, 0.01, -0.02], [-0.06, 0.01, -0.04], [-0.09, 0.05, 0.00], [0.06, -0.16, -0.04], [0.04, 0.08, -0.02], [0.11, -0.04, -0.03], [0.07, -0.02, -0.13], [0.20, 0.01, -0.01], [0.01, -0.04, 0.00], [-0.12, 0.19, 0.03], [0.03, 0.01, 0.07], [0.02, -0.03, -0.01], [0.05, -0.06, 0.01], [-0.20, 0.02, 0.05]],
  "nbo_charge": [0.459, 0.473, -0.948, 0.461, 0.470, -0.937, -0.940, 0.476, 0.475, 0.470, 0.456, 0.472, 0.467, 0.478, -0.934, -0.953, -0.929, 0.476, 0.479, 0.472, -0.945]
}

{
  "formula": "C4H2HgNaO2",
  "method": "the ωB97M-V functional and the def2-TZVPD basis",
  "multiplicity": 2,
  "e_homo_ev": [-6.88, -6.54],
  "total_energy_ev": -16862.24122,
  "gap_ha": [0.2037, 0.1889],
  "species": ["Hg", "H", "H", "O", "C", "C", "O", "C", "C", "Na"],
  "xyz": [[-2.422, -1.895, -0.955], [-2.147, 1.444, 0.025], [2.160, -1.639, 0.186], [-2.915, -0.469, 0.360], [-0.618, 0.083, 0.494], [1.948, -0.568, 0.379], [2.956, 0.249, 0.505], [0.626, -0.224, 0.557], [-1.918, 0.401, 0.309], [1.839, 1.998, -0.271]],
  "forces_ev_per_a": [[0.58, -3.54, -3.00], [-0.05, -0.41, 0.24], [-0.10, 0.42, 0.17], [0.62, 3.71, 2.24], [2.84, -0.49, 0.23], [1.15, 0.36, 0.73], [-1.53, -0.64, -0.69], [-2.08, 0.57, -0.54], [-1.48, 0.32, 0.41], [0.04, -0.31, 0.21]],
  "lowdin_spin": [0.241, 0.003, 0.004, 0.288, 0.099, 0.121, 0.159, 0.069, 0.014, 0.003]
}

{
  "formula": "C25H24N6O4RuS8",
  "method": "the ωB97M-V functional and the def2-TZVPD basis",
  "multiplicity": 2,
  "total_charge": -1,
  "e_homo_ev": [-4.52, -4.58],
  "total_energy_ev": -132712.92659,
  "gap_ha": [0.2132, 0.2120],
  "species": ["H", "C", "H", "H", "C", "C", "N", "C", "C", "C", "H", "C", "H", "H", "H", "C", "O", "H", "Ru", "O", "H", "C", "C", "C", "S", "N", "C", "S", "C", "C", "S", "S", "C", "N", "H", "H", "C", "N", "H", "S", "N", "C", "S", "H", "C", "H", "O", "C", "H", "N", "H", "H", "H", "C", "C", "H", "O", "H", "C", "H", "H", "S", "H", "C", "C", "H", "S", "C"],
  "xyz": [[7.573, -3.138, 5.219], [0.075, 2.045, -2.976], [-4.976, -0.875, 1.700], [2.033, -2.974, -0.012], [-3.852, 0.095, -2.064], [5.067, -1.547, 3.604], [-0.349, 1.193, -0.779], [5.063, 0.962, 3.615], [6.668, -3.018, 4.636], [3.050, 0.948, 2.171], [-1.205, 3.640, -3.634], [4.818, -3.941, 3.448], [-2.797, 0.338, -2.163], [-6.320, -0.037, -0.190], [4.236, -4.791, 3.111], [5.301, -1.214, -1.071], [-2.342, -0.839, -0.077], [6.775, -0.884, 4.722], [0.245, -0.198, 0.635], [-2.682, 2.208, 3.000], [-5.866, 1.397, -1.118], [4.176, -3.100, -0.098], [1.478, 0.243, -1.948], [6.700, -3.070, -0.203], [1.771, 1.479, 1.129], [4.559, -0.248, 3.273], [-3.948, -0.510, 1.667], [4.060, 2.167, 2.891], [2.907, -1.212, -0.835], [-0.964, 2.950, -2.836], [-1.381, 1.495, 3.148], [6.372, 1.426, 4.545], [2.952, -2.484, -0.287], [3.422, -0.253, 2.460], [6.223, -0.734, -1.371], [3.456, -2.534, 2.589], [6.223, -1.732, 4.358], [-4.257, 0.165, -0.672], [-3.289, -1.185, 2.208], [-0.940, -2.981, 2.307], [-0.901, 0.644, 2.071], [4.365, -2.666, 3.150], [-0.472, -2.948, -0.965], [4.048, 0.428, -1.626], [-1.345, 2.072, -0.639], [6.333, -5.128, 4.412], [7.648, -2.917, -0.924], [5.356, -2.462, -0.464], [-1.866, 2.046, 0.310], [1.656, -0.522, -0.934], [4.199, -4.099, 0.319], [-5.475, 1.309, 0.597], [-4.441, 0.804, -2.644], [-1.679, 2.961, -1.648], [5.979, -4.131, 4.188], [6.015, -3.730, 1.471], [6.808, -3.810, 0.916], [-2.497, 3.651, -1.491], [-5.546, 0.728, -0.320], [-3.899, 0.471, 2.145], [0.667, 1.994, -3.880], [0.802, -1.954, 2.158], [-3.996, -0.909, -2.474], [-3.440, -0.413, 0.258], [0.355, 1.186, -1.926], [2.135, 0.214, -2.815], [-1.392, -3.872, 0.464], [4.081, -0.583, -1.243]],
  "forces_ev_per_a": [[0.00, 0.00, -0.01], [-0.12, 0.08, -0.07], [0.02, -0.01, 0.00], [0.00, 0.02, 0.04], [-0.05, -0.05, -0.01], [-0.04, 0.11, 0.00], [0.06, -0.09, -0.10], [0.13, -0.06, 0.10], [-0.01, -0.03, -0.01], [-0.08, -0.10, -0.30], [-0.01, -0.01, -0.01], [-0.02, -0.02, 0.06], [0.02, -0.01, 0.01], [-0.01, 0.00, -0.01], [0.01, -0.01, -0.01], [-0.02, 0.00, 0.05], [-0.08, -0.02, -0.16], [0.00, 0.00, -0.01], [0.58, 0.87, 0.22], [0.14, -0.08, -0.08], [0.01, 0.01, 0.01], [-0.07, -0.01, -0.08], [-0.38, 0.00, -0.06], [-0.08, 0.02, 0.00], [0.20, -0.17, 0.61], [-0.02, -0.15, -0.02], [0.00, 0.02, 0.02], [0.00, 0.28, 0.02], [-0.33, 0.07, -0.20], [0.09, -0.07, -0.04], [-0.23, 0.16, 0.26], [-0.10, 0.03, -0.07], [0.04, -0.16, -0.06], [0.11, 0.02, 0.00], [0.00, 0.01, 0.03], [-0.10, 0.03, -0.02], [0.04, -0.06, -0.03], [0.08, 0.12, 0.07], [0.01, 0.00, 0.00], [0.02, 0.15, 0.14], [-0.23, -0.14, -0.22], [-0.09, 0.03, 0.02], [-0.01, -0.21, -0.06], [-0.01, 0.00, 0.02], [-0.06, 0.02, -0.06], [0.00, 0.00, 0.00], [0.04, 0.01, -0.03], [0.08, -0.01, 0.03], [0.00, -0.03, 0.02], [-0.16, -0.25, -0.12], [0.01, 0.01, 0.05], [-0.01, -0.02, 0.01], [0.01, 0.01, 0.00], [-0.02, -0.01, 0.09], [-0.02, 0.02, 0.01], [0.05, 0.07, 0.05], [0.01, -0.05, -0.10], [0.02, 0.02, 0.01], [-0.02, -0.05, -0.04], [-0.02, 0.01, 0.01], [0.00, 0.03, 0.01], [0.05, -0.14, -0.17], [-0.02, 0.01, 0.00], [0.08, -0.06, -0.01], [0.32, -0.35, 0.02], [0.08, 0.14, 0.08], [0.02, -0.08, -0.01], [0.09, 0.09, 0.13]],
  "lowdin_spin": [0.000, 0.000, 0.000, 0.008, 0.000, 0.000, 0.001, 0.000, 0.000, 0.000, 0.000, 0.000, 0.000, 0.000, 0.000, 0.001, 0.017, 0.000, 0.017, 0.001, 0.000, 0.001, -0.002, 0.000, 0.002, 0.000, 0.001, 0.000, 0.001, 0.000, 0.001, 0.000, 0.006, 0.000, 0.000, 0.001, 0.000, 0.000, 0.001, 0.113, 0.002, 0.001, 0.430, 0.000, 0.000, 0.000, 0.000, 0.000, 0.000, 0.000, 0.000, 0.000, 0.000, 0.000, 0.000, 0.000, 0.000, 0.000, 0.000, 0.000, 0.000, 0.028, 0.000, 0.001, 0.000, 0.000, 0.366, 0.000]
}

{
  "formula": "C19H15Br2NO2",
  "method": "the ωB97M-V functional and the def2-TZVPD basis",
  "e_homo_ev": -8.80,
  "total_energy_ev": -165615.25718,
  "gap_ha": 0.3011,
  "species": ["H", "C", "O", "H", "O", "H", "C", "C", "H", "H", "C", "H", "N", "H", "H", "C", "C", "C", "C", "H", "H", "H", "C", "C", "C", "H", "Br", "Br", "H", "C", "C", "C", "C", "C", "C", "C", "H", "H", "C"],
  "xyz": [[0.366, -4.604, -0.031], [-0.537, 0.717, -1.632], [1.660, -2.311, 0.982], [1.691, 1.733, 1.398], [-3.000, -2.118, 0.889], [-0.789, 1.731, -6.183], [1.491, 2.963, -3.943], [-0.568, 0.011, 0.719], [-1.282, -0.047, -1.782], [1.579, 2.491, -1.864], [-0.181, 0.332, 4.500], [0.636, 1.664, -0.257], [-0.639, -1.794, 0.773], [2.340, 3.658, -3.921], [-1.572, 0.569, -4.121], [-1.844, -2.561, 0.828], [1.490, 1.786, 3.531], [0.805, 2.745, -5.145], [-1.503, -4.019, 0.821], [0.346, -4.679, 1.662], [2.320, 2.479, 3.733], [-1.923, -4.533, -0.039], [-0.041, 1.388, -2.811], [-0.604, -0.014, 3.197], [-0.679, 1.198, -4.050], [-1.388, -0.757, 3.122], [1.452, 1.778, 6.417], [1.406, 3.654, -6.727], [-0.617, -0.134, 5.379], [1.074, 1.376, 2.235], [-0.024, -4.074, 0.836], [0.863, 1.253, 4.666], [0.013, 0.763, -0.406], [-0.293, 1.859, -5.213], [1.076, 2.277, -2.787], [0.466, -2.652, 0.871], [-1.692, 0.039, 0.676], [-1.941, -4.581, 1.643], [0.044, 0.413, 2.033]],
  "forces_ev_per_a": [[0.21, 0.36, -0.24], [0.82, -1.21, 0.88], [-3.01, -0.49, -0.39], [-0.51, -0.08, 0.45], [2.55, -0.37, -0.21], [0.08, -0.10, 0.61], [-0.33, -0.39, 0.18], [-0.98, -2.09, 1.07], [-0.40, -0.15, -0.29], [0.25, -0.07, 0.22], [0.37, 0.30, -0.54], [0.10, -1.24, 0.48], [0.29, 0.92, -0.53], [-0.46, -0.40, 0.07], [0.36, 0.03, 0.21], [-1.95, 1.92, 0.07], [-0.41, -0.47, 0.10], [-0.28, -0.45, 0.18], [-0.70, -0.68, -0.05], [0.25, 0.43, 0.26], [-0.44, -0.32, -0.66], [-0.17, 0.41, -0.36], [0.81, 1.40, -1.18], [0.69, -0.40, 1.05], [-0.46, 0.12, -0.14], [-0.15, 0.10, -0.08], [-0.24, -0.24, -0.64], [-0.26, -0.29, 0.49], [-0.16, 0.14, -0.24], [0.66, -0.45, 0.20], [1.10, -1.01, -0.01], [-0.33, -0.25, -0.82], [-0.71, 0.89, -1.70], [1.10, 0.79, -0.06], [-0.89, -0.03, -1.05], [2.67, 1.31, 0.27], [1.13, 0.31, 0.44], [-0.20, 0.50, 0.36], [-0.41, 1.26, 1.63]],
  "nbo_charge": [0.244, -0.113, -0.584, 0.217, -0.592, 0.236, -0.242, -0.020, 0.204, 0.211, -0.238, 0.215, -0.505, 0.235, 0.218, 0.688, -0.243, -0.060, -0.516, 0.245, 0.235, 0.246, -0.102, -0.179, -0.160, 0.220, 0.058, 0.055, 0.231, -0.190, -0.513, -0.062, -0.237, -0.241, -0.154, 0.683, 0.257, 0.247, 0.005]
}

{
  "formula": "C4H11N3O",
  "method": "the ωB97M-V functional and the def2-TZVPD basis",
  "e_homo_ev": -7.44,
  "total_energy_ev": -10839.61410,
  "gap_ha": 0.3070,
  "species": ["H", "H", "C", "H", "N", "H", "H", "C", "N", "H", "H", "H", "H", "C", "O", "H", "N", "H", "C"],
  "xyz": [[-2.990, 0.568, 0.324], [0.508, 0.655, -1.566], [-0.724, -0.194, 1.240], [0.538, -2.387, -0.017], [0.061, 2.207, -0.168], [2.245, -2.311, -0.426], [-0.380, 0.694, 1.777], [0.125, 0.992, -0.600], [-1.091, 0.208, -0.182], [2.223, 0.203, -0.041], [0.810, 2.782, -0.535], [1.571, -0.585, 1.384], [1.074, -1.577, -1.503], [1.412, -0.433, 0.316], [-1.124, -1.243, 1.673], [-1.141, -0.656, -0.722], [-2.339, 0.926, -0.371], [-2.087, 1.890, -0.139], [1.311, -1.739, -0.442]],
  "forces_ev_per_a": [[0.05, 0.02, -0.01], [0.03, -0.04, 0.05], [-0.19, -0.11, -0.18], [0.01, 0.02, -0.01], [-0.05, -0.18, 0.07], [-0.07, 0.02, -0.01], [0.09, 0.02, -0.05], [0.06, -0.23, 0.29], [-0.14, 0.04, 0.08], [0.02, -0.03, -0.01], [-0.05, -0.05, -0.02], [0.00, -0.02, 0.02], [0.00, 0.01, 0.03], [-0.44, 0.31, -0.14], [0.19, 0.38, -0.27], [0.04, 0.01, 0.04], [0.40, -0.17, 0.13], [0.02, -0.03, 0.00], [0.04, 0.02, 0.01]],
  "nbo_charge": [0.365, 0.172, 0.507, 0.210, -0.864, 0.218, 0.182, 0.243, -0.333, 0.197, 0.361, 0.203, 0.182, -0.589, -0.579, 0.423, -0.640, 0.400, -0.657]
}

Number 5 is which compound?
C4H11N3O

What is the formula in the fourth record?
C19H15Br2NO2